{
  "formula": "C6H14N2",
  "method": "wB97M-V/def2-TZVPD",
  "species": ["C", "C", "C", "C", "N", "C", "C", "N", "H", "H", "H", "H", "H", "H", "H", "H", "H", "H", "H", "H", "H", "H"],
  "xyz": [[-1.6442, -0.2598, -1.6117], [-0.1650, 0.1480, -1.3058], [0.1784, -0.0007, 0.1153], [0.4154, -1.2107, 0.6745], [0.7406, -1.4556, 2.0121], [0.5028, 1.2421, 0.9299], [1.8812, 1.8646, 0.5233], [-1.8922, -1.6488, -1.2858], [-2.2762, 0.4291, -1.0480], [-1.7705, -0.0452, -2.6714], [0.5205, -0.3600, -1.9852], [-0.1391, 1.2255, -1.5140], [0.4589, -2.1088, 0.0711], [0.7537, -0.6424, 2.6082], [0.3560, -2.2762, 2.4462], [-0.2677, 2.0091, 0.7708], [0.4544, 1.0907, 2.0062], [2.3362, 2.1753, 1.4606], [1.7161, 2.5491, -0.2971], [2.5368, 1.0577, 0.1936], [-2.0264, -1.7337, -0.2966], [-2.6697, -2.0491, -1.7963]],
  "nbo_charge": [-0.20, -0.42, -0.11, -0.01, -0.83, -0.42, -0.62, -0.86, 0.16, 0.19, 0.21, 0.20, 0.20, 0.37, 0.38, 0.20, 0.19, 0.21, 0.21, 0.21, 0.36, 0.36],
  "smiles": "CC/C(=C\\N)CCN",
  "charge": 0,
  "e_above_lowest_ev": 1.085,
  "homo_lumo_gap_ev": 8.596,
  "homo_ev": -7.539
}